Below is a structure of composition C9H16N2O, with properties calculated with ωB97M-V with the def2-TZVPD basis set.

CARTESIAN COORDINATES (ANGSTROEM)
C -3.898 0.556 0.007
C -3.631 -0.828 0.191
C -2.728 1.142 -0.432
C -2.303 -1.042 -0.096
C 0.811 1.878 0.523
C 1.644 -1.955 -0.458
C 2.776 -0.358 1.091
C 0.599 0.382 0.359
C 1.815 -0.469 -0.106
N -1.828 0.112 -0.644
N -0.575 0.294 -1.121
O 2.434 0.159 -1.240
H -4.717 1.194 0.145
H -4.176 -1.679 0.549
H -2.569 2.220 -0.644
H -1.772 -1.968 0.090
H 1.405 2.335 -0.210
H 0.015 2.562 0.455
H 1.414 1.994 1.499
H 0.790 -2.081 -1.111
H 2.403 -2.290 -1.153
H 1.620 -2.508 0.513
H 2.585 -1.007 1.972
H 2.968 0.760 1.288
H 3.679 -0.792 0.623
H 0.166 -0.166 1.228
H -0.671 1.218 -1.505
H 1.741 0.337 -1.812

Values from the calculation:
Energy above the lowest of the compared OMol25 structures with the same formula, charge and spin (eV): 1.9538
Kohn-Sham gap (alpha / beta) (Eh): 0.1898 / 0.2553
⟨S²⟩: 2.013
Multiplicity: 3

Below is a cluster of 2 separate species, C9H16N2O2 in total, with properties calculated with ωB97M-V with the def2-TZVPD basis set.

CARTESIAN COORDINATES (ANGSTROEM)
O 0.669 -1.629 -1.543
C 1.472 -0.935 -0.868
C 2.200 -1.662 0.228
C 3.265 -1.102 0.845
N 3.491 0.289 0.566
C 2.719 1.150 -0.302
O 3.136 2.321 -0.503
N 1.803 0.469 -1.025
H 2.273 -2.846 0.030
H 4.130 -1.462 1.435
H 4.214 0.643 1.125
H 1.201 1.134 -1.586
C -2.811 -0.757 0.604
C -1.795 0.288 0.044
C -2.546 1.444 -0.632
C -0.782 -0.438 -1.070
C -0.983 0.696 1.305
H -3.699 -0.233 0.912
H -3.366 -1.634 -0.128
H -2.336 -1.380 1.567
H -1.777 2.093 -1.020
H -3.308 1.167 -1.475
H -3.151 2.104 0.067
H -0.049 0.326 -1.368
H -1.268 -0.947 -1.838
H -0.292 -1.188 -0.454
H -0.540 -0.188 1.826
H -0.043 1.287 1.265
H -1.828 0.991 1.993

Values from the calculation:
Energy above the lowest of the compared OMol25 structures with the same formula, charge and spin (eV): 7.2400
Kohn-Sham gap (Eh): 0.3085
SMILES: O=c1cc[nH]c(=O)[nH]1.CC(C)(C)C
Multiplicity: 1

Below is the molecule C9H16N2O4, with properties calculated with ωB97M-V with the def2-TZVPD basis set.

CARTESIAN COORDINATES (ANGSTROEM)
C -2.848 0.629 -2.004
C -1.394 0.982 -1.936
O -1.016 2.003 -2.821
C -0.777 1.156 -0.534
N -1.274 0.214 0.469
C -0.699 -0.848 1.147
O -1.357 -1.421 1.940
C 0.681 -1.228 0.738
C 1.433 -2.273 1.620
C 2.792 -2.217 0.967
C 2.964 -0.674 0.733
N 1.590 -0.128 0.746
C -1.000 2.577 0.114
O -1.084 3.487 -0.656
O -0.941 2.684 1.401
H -3.065 0.284 -2.990
H -3.504 1.386 -1.677
H -3.036 -0.232 -1.392
H -0.832 0.080 -2.340
H -1.413 2.838 -2.478
H 0.291 1.073 -0.801
H -2.218 0.308 0.915
H 0.453 -1.638 -0.301
H 0.945 -3.228 1.622
H 1.485 -1.921 2.701
H 3.599 -2.624 1.616
H 2.867 -2.877 0.094
H 3.510 -0.303 1.671
H 3.483 -0.379 -0.176
H 1.519 0.463 -0.120
H -1.153 1.830 1.731

Values from the calculation:
Energy above the lowest of the compared OMol25 structures with the same formula, charge and spin (eV): 1.9814
Kohn-Sham gap (Eh): 0.3628
SMILES: C[C@@H](O)[C@H](NC(=O)[C@@H]1CCCN1)C(=O)O
Multiplicity: 1